{
  "formula": "C81H181F2NO7P5S2",
  "method": "ωB97M-V/def2-TZVPD",
  "e_above_lowest_kcal_mol": 24.62,
  "total_charge": 3,
  "homo_lumo_gap_ha": 0.1626,
  "species": ["H", "H", "H", "C", "H", "H", "H", "C", "C", "H", "H", "P", "H", "H", "H", "H", "N", "H", "C", "H", "O", "H", "H", "H", "H", "H", "H", "C", "H", "H", "H", "H", "C", "H", "H", "C", "C", "C", "C", "H", "H", "C", "H", "H", "H", "C", "H", "C", "H", "H", "C", "H", "H", "H", "O", "H", "C", "O", "H", "C", "C", "C", "H", "H", "P", "C", "C", "H", "C", "H", "C", "H", "C", "H", "C", "H", "H", "H", "H", "C", "C", "H", "H", "P", "H", "H", "C", "H", "H", "H", "H", "H", "C", "H", "H", "H", "H", "C", "H", "H", "H", "H", "C", "O", "H", "H", "C", "H", "H", "H", "H", "C", "C", "C", "C", "H", "F", "H", "H", "H", "H", "H", "H", "C", "H", "H", "C", "H", "H", "C", "H", "C", "C", "C", "C", "H", "H", "O", "H", "H", "H", "C", "H", "S", "C", "C", "H", "H", "C", "C", "H", "P", "H", "C", "H", "C", "H", "H", "H", "H", "H", "H", "O", "S", "H", "F", "H", "C", "H", "C", "H", "C", "C", "H", "C", "H", "O", "C", "H", "C", "H", "C", "H", "H", "C", "H", "P", "C", "C", "H", "H", "H", "H", "H", "H", "H", "H", "H", "H", "C", "C", "H", "H", "H", "H", "C", "H", "C", "H", "H", "H", "H", "H", "C", "H", "C", "H", "H", "H", "H", "H", "C", "H", "C", "H", "C", "H", "H", "C", "H", "H", "C", "H", "H", "H", "C", "H", "H", "H", "H", "H", "H", "H", "H", "C", "C", "H", "C", "C", "C", "C", "H", "H", "H", "H", "H", "H", "H", "H", "H", "C", "H", "H", "H", "H", "H", "C", "H", "H", "C", "H", "H", "H", "H", "H", "H", "H", "H", "H"],
  "xyz": [[-12.395, -7.161, -7.947], [-20.488, -12.745, -11.606], [-6.421, -13.240, -18.613], [-11.420, -7.737, -11.344], [-19.051, -15.529, -11.661], [-14.174, -7.732, -16.158], [-17.448, -17.152, -21.096], [-15.926, -10.899, -11.244], [-18.673, -16.683, -19.491], [-15.922, -12.617, -22.535], [-16.011, -14.850, -21.813], [-13.900, -19.228, -16.494], [-10.352, -14.853, -12.855], [-6.488, -15.101, -20.516], [-19.382, -7.924, -15.997], [-8.943, -11.622, -11.508], [-12.679, -12.136, -16.926], [-13.717, -22.489, -17.015], [-18.688, -10.021, -13.202], [-14.118, -8.980, -22.601], [-11.023, -9.080, -19.916], [-17.418, -13.878, -18.217], [-16.653, -11.442, -21.401], [-2.547, -14.411, -15.243], [-12.115, -20.450, -21.134], [-10.134, -16.638, -12.843], [-19.280, -10.844, -13.605], [-7.483, -15.093, -13.447], [-14.715, -23.038, -15.685], [-8.140, -14.741, -11.462], [-18.794, -14.642, -16.210], [-19.821, -14.712, -13.062], [-8.291, -15.520, -12.210], [-21.992, -14.851, -11.402], [-19.460, -17.363, -19.816], [-18.104, -11.597, -9.215], [-13.127, -5.312, -10.615], [-14.285, -20.525, -15.222], [-14.843, -3.268, -10.974], [-12.622, -4.866, -11.472], [-10.930, -14.554, -22.064], [-1.777, -12.501, -15.004], [-10.914, -7.274, -12.192], [-6.793, -16.134, -19.165], [-7.910, -16.167, -20.409], [-16.227, -15.809, -19.885], [-16.010, -18.493, -16.716], [-7.859, -13.662, -13.907], [-8.493, -13.668, -20.112], [-11.932, -9.741, -10.716], [-14.479, -13.119, -11.364], [-16.222, -7.541, -13.979], [-17.619, -13.612, -9.236], [-13.672, -3.447, -12.802], [-12.378, -10.112, -18.438], [-13.883, -12.166, -9.535], [-11.629, -17.398, -17.063], [-11.501, -14.185, -15.672], [-15.341, -13.674, -10.995], [-11.564, -14.505, -21.179], [-19.602, -8.864, -15.491], [-19.633, -13.393, -11.411], [-2.208, -12.245, -14.036], [-12.539, -12.254, -10.598], [-6.866, -13.130, -15.341], [-10.044, -8.698, -15.583], [-8.100, -14.303, -19.318], [-13.702, -11.034, -21.409], [-18.835, -13.565, -16.047], [-14.088, -10.655, -8.232], [-7.404, -14.033, -16.853], [-16.763, -13.122, -16.057], [-9.958, -9.800, -11.555], [-13.987, -11.392, -22.969], [-13.797, -19.896, -18.132], [-8.042, -8.984, -14.904], [-9.934, -7.627, -15.411], [-15.517, -12.013, -12.953], [-15.250, -6.357, -16.014], [-17.276, -16.968, -20.036], [-15.723, -11.897, -21.741], [-15.592, -17.954, -14.340], [-8.262, -17.325, -17.707], [-13.037, -7.078, -10.969], [-10.598, -11.746, -10.906], [-14.634, -20.591, -18.064], [-16.344, -14.542, -20.822], [-12.586, -5.139, -9.685], [-9.051, -11.189, -14.632], [-16.761, -10.823, -6.506], [-12.737, -24.289, -14.639], [-21.022, -16.093, -10.603], [-14.942, -11.748, -12.066], [-17.380, -14.235, -20.967], [-11.697, -17.553, -18.140], [-14.432, -19.081, -21.434], [-15.866, -7.884, -16.543], [-16.304, -15.261, -13.705], [-10.629, -8.882, -16.484], [-14.611, -18.188, -19.190], [-18.399, -13.005, -7.008], [-9.347, -11.330, -16.369], [-13.564, -8.001, -9.535], [-12.071, -11.802, -14.493], [-18.130, -12.680, -12.901], [-17.017, -14.451, -13.856], [-2.580, -13.523, -15.875], [-20.658, -9.043, -15.694], [-19.182, -11.738, -9.124], [-12.361, -16.533, -21.080], [-18.915, -13.555, -14.960], [-10.218, -16.904, -16.794], [-13.691, -22.791, -15.968], [-7.106, -11.393, -15.684], [-14.177, -7.217, -13.605], [-6.743, -11.157, -16.685], [-13.274, -10.215, -15.765], [-12.279, -21.441, -15.129], [-1.454, -11.611, -15.544], [-19.694, -13.134, -16.561], [-13.596, -14.435, -22.232], [-15.620, -9.048, -21.749], [-11.968, -9.494, -12.434], [-11.398, -9.260, -11.536], [-17.688, -11.634, -16.206], [-21.492, -16.227, -12.284], [-13.725, -13.495, -20.175], [-8.891, -13.578, -14.248], [-10.698, -16.517, -20.747], [-17.627, -12.669, -16.543], [-14.066, -8.777, -12.397], [-13.390, -12.834, -10.241], [-11.593, -15.906, -20.627], [-14.311, -7.726, -12.241], [-12.960, -13.911, -21.518], [-12.764, -24.805, -16.218], [-16.967, -16.386, -15.461], [-14.413, -12.302, -15.157], [-12.387, -10.938, -17.950], [-19.742, -13.494, -10.331], [-8.255, -9.081, -16.649], [-17.398, -12.800, -18.058], [-11.486, -19.448, -16.135], [-13.098, -11.851, -15.536], [-13.118, -20.799, -20.889], [-5.074, -13.427, -15.090], [-11.616, -8.427, -8.641], [-12.950, -21.640, -20.215], [-14.618, -4.753, -10.455], [-8.672, -9.396, -15.692], [-16.835, -17.916, -19.729], [-15.448, -13.017, -20.311], [-18.502, -9.102, -11.250], [-16.066, -15.998, -14.988], [-9.057, -14.587, -18.880], [-13.335, -21.700, -15.058], [-6.493, -10.944, -14.903], [-15.322, -8.944, -14.245], [-15.365, -14.786, -13.418], [-11.859, -15.905, -19.570], [-16.149, -12.637, -8.931], [-9.088, -18.734, -16.893], [-13.577, -14.693, -16.937], [-12.494, -13.812, -16.665], [-13.020, -13.772, -9.827], [-11.480, -14.012, -17.975], [-13.558, -22.074, -14.058], [-14.230, -19.723, -20.576], [-12.914, -18.494, -19.706], [-14.627, -3.096, -12.411], [-9.349, -9.523, -10.694], [-16.000, -12.343, -18.678], [-8.642, -10.970, -15.619], [-17.467, -13.552, -11.483], [-9.831, -15.692, -12.394], [-2.055, -13.855, -16.770], [-10.383, -10.914, -19.466], [-9.203, -17.833, -17.496], [-8.443, -14.332, -16.709], [-15.120, -17.269, -15.044], [-17.778, -10.612, -8.880], [-15.121, -17.947, -16.400], [-14.088, -11.237, -12.509], [-14.255, -20.051, -14.241], [-7.286, -15.458, -19.865], [-7.935, -16.487, -11.854], [-17.748, -11.332, -10.924], [-13.830, -18.938, -19.318], [-18.841, -10.047, -11.676], [-15.845, -9.929, -11.735], [-16.640, -16.040, -13.021], [-10.585, -9.108, -14.730], [-15.156, -20.287, -20.457], [-4.793, -13.041, -14.110], [-13.356, -11.224, -6.984], [-14.609, -2.069, -12.775], [-12.319, -16.564, -16.941], [-11.154, -13.880, -20.386], [-15.241, -12.452, -17.903], [-17.331, -12.936, -7.211], [-12.632, -8.133, -8.379], [-16.170, -15.484, -18.846], [-7.605, -15.775, -14.288], [-15.456, -12.006, -6.335], [-15.479, -10.031, -24.635], [-19.237, -8.735, -13.989], [-14.936, -4.575, -9.427], [-13.159, -10.434, -7.708], [-13.464, -14.251, -19.434], [-16.675, -12.078, -5.305], [-12.354, -8.967, -6.370], [-15.309, -20.872, -15.361], [-15.445, -5.331, -10.866], [-14.527, -10.975, -22.119], [-9.582, -18.069, -18.490], [-12.158, -18.590, -16.157], [-7.627, -12.948, -13.116], [-10.818, -7.411, -10.496], [-16.943, -13.914, -6.924], [-15.513, -10.689, -10.258], [-14.253, -7.265, -9.121], [-19.822, -14.827, -11.978], [-13.256, -12.595, -19.776], [-15.253, -7.863, -14.362], [-0.788, -12.817, -14.672], [-15.046, -9.548, -22.529], [-10.011, -15.920, -17.214], [-14.804, -17.247, -17.173], [-21.145, -15.525, -11.526], [-13.237, -7.574, -14.024], [-12.847, -20.414, -18.260], [-9.973, -11.308, -11.683], [-19.096, -9.622, -16.089], [-15.418, -3.591, -12.975], [-14.311, -6.136, -13.588], [-16.538, -11.881, -6.368], [-12.142, -18.108, -15.179], [-12.309, -10.757, -8.308], [-20.034, -8.317, -13.375], [-14.005, -2.716, -10.549], [-15.794, -2.843, -10.651], [-18.419, -8.018, -13.912], [-6.447, -15.044, -13.113], [-10.208, -15.588, -11.377], [-12.670, -23.881, -15.647], [-15.842, -9.398, -23.825], [-19.897, -10.266, -11.516], [-15.171, -7.430, -15.837], [-18.224, -12.847, -11.828], [-7.443, -13.358, -18.253], [-11.279, -10.068, -19.205], [-18.312, -12.416, -18.512], [-10.078, -16.852, -15.714], [-15.276, -7.478, -11.800], [-18.671, -16.627, -18.402], [-13.512, -21.252, -21.799], [-4.426, -13.356, -17.088], [-16.026, -11.254, -18.726], [-15.190, -16.128, -19.992], [-7.872, -12.359, -18.190], [-4.024, -13.020, -16.132], [-9.519, -9.468, -12.496], [-12.780, -13.005, -22.097], [-17.718, -10.226, -13.654], [-6.866, -14.977, -16.777], [-15.691, -15.331, -15.765], [-13.065, -9.033, -7.193], [-10.237, -11.776, -12.631], [-13.969, -8.984, -9.775], [-17.213, -12.744, -8.718], [-3.957, -11.935, -16.206], [-15.985, -8.345, -24.068], [-14.143, -17.070, -14.605], [-5.087, -14.496, -14.876], [-18.969, -15.704, -19.868], [-14.060, -8.790, -6.820], [-11.677, -23.493, -15.872], [-14.002, -13.715, -12.143], [-16.886, -9.685, -23.703]],
  "mulliken_charge": [0.4562, 0.4977, 0.3025, -1.4878, 0.3131, 0.2700, 0.4088, 1.7745, -1.1747, 0.5794, 0.8166, 0.9425, 0.1192, 0.4147, 0.4176, 0.4396, 0.0200, 0.1404, 0.2672, 0.4500, -0.8128, -0.1198, 0.7379, 0.2804, 0.3369, 0.3306, 0.2215, -0.9032, 0.2983, 0.3512, 0.0430, -0.0389, -0.8648, 0.3380, 0.4290, -1.0405, -0.9520, -1.0175, -0.6134, 0.5752, 0.6098, -1.2953, 0.7533, 0.3088, 0.3971, 0.9116, 1.0682, 0.0543, 0.5781, -0.4058, -0.7741, 0.2627, 0.0770, 0.2730, -0.3728, -0.4956, 1.6890, -0.1817, 0.3469, -0.5876, -1.2373, -1.6264, 0.2863, -0.6293, 0.9668, -0.4903, 1.0994, -0.1807, -0.9499, -0.4617, -0.3347, -0.8066, -0.6776, 0.5116, -1.1840, 0.3953, 0.5005, -0.6413, 0.4490, -0.6092, -1.1512, 0.8615, 0.3027, 0.8637, 0.5336, 0.6034, -1.3361, 0.5740, -0.7105, 0.3117, 0.3425, 0.3349, 1.2427, 0.5979, -0.6949, 0.5448, 0.3480, 0.5334, 0.2035, -1.2577, 0.4438, -0.1049, 0.0241, 0.1781, -0.1940, -0.5451, -0.6513, 0.3763, 0.6280, 0.6007, -0.3384, 1.3194, -0.1094, -1.7225, -0.1167, 0.6554, -0.5223, 0.3098, 0.3337, 0.7227, 0.5432, 0.3521, -0.6629, 1.4777, 0.2117, 0.4215, 1.5115, -0.0093, 0.5528, 1.3907, -1.2491, -0.1203, -0.8184, 0.2457, -0.7827, 0.3937, 0.5012, -0.5739, 0.8094, 0.3965, 0.5342, -0.8004, 0.7824, 0.2398, -1.4038, -1.3201, 0.3252, 0.3305, -0.5449, -1.4125, 0.0389, 0.8567, 0.5078, -0.4520, -1.1196, -0.9248, 0.7564, -0.2852, -0.4466, -0.2429, -0.2990, 0.4239, -0.2092, -0.6152, 0.7413, -0.0856, 0.5200, -0.9834, 0.0162, -1.1988, 0.5288, 0.3831, 1.4834, 0.0759, -0.8960, 0.4020, -0.6855, -1.5432, -0.5599, -1.4548, 0.6143, 0.4774, 0.0600, 0.4593, -1.7365, 0.4106, 0.1322, 1.2391, -0.9893, -0.4763, 0.5027, -0.3249, 0.4962, 0.6341, 0.6181, 0.4107, -0.9999, -0.3293, -1.0708, -0.9029, -0.8394, -0.6162, 0.3313, 0.1963, 0.3377, -0.3835, 0.3498, -0.5409, -1.3304, 0.4755, 0.4130, 0.6871, 0.3600, -0.0666, 0.3271, -1.4632, 0.4216, 0.7099, 0.4137, -1.0248, 0.8965, 0.2077, -0.2551, 0.4503, 0.4192, -0.8095, -1.1197, -0.8857, -1.4354, -0.0012, 0.6226, -0.8106, 0.1397, 0.2599, 0.2549, -1.1388, 0.4969, 0.3714, 0.4755, 0.3090, 0.3946, 0.0725, 0.3962, 0.4503, -1.3961, -1.2710, 0.6545, -1.6275, 0.5095, -0.6082, 0.7015, 0.4862, 0.2417, 1.1194, 0.1879, 0.4464, 0.1313, 1.1232, 0.0748, 0.4711, -0.3808, 0.0969, 0.2599, -0.0281, 0.9116, -0.2682, -1.0380, -0.2461, -0.7141, 0.4661, 0.3827, 0.3932, 0.2833, 0.7481, 0.2858, 0.3527, 0.3564, 0.2966, 0.3199]
}